Entry 1:
DFT (wB97M-V/def2-TZVPD) results for a structure of composition C32H36B2CoN8O2 in a non-equilibrium geometry.

E_HOMO (alpha / beta), eV: -8.70 / -8.20
Max |F|, eV Å⁻¹: 1.3
LUMO energy (alpha / beta), eV: -0.2 / 0.6
Energy above the lowest of the compared OMol25 structures with the same formula, charge and spin, kcal/mol: 7.4
Gap between HOMO and LUMO (alpha / beta), hartree: 0.3140 / 0.3244

```
! RIJCOSX wB97M-V def2-TZVPD def2/J DEFGRID3
* xyz 0 2
Co -0.05 0.11 -0.71
C -1.57 2.85 -2.56
C -0.74 3.14 -1.35
C -0.51 4.39 -0.78
C 0.41 4.16 0.22
N 0.70 2.85 0.23
N -0.02 2.21 -0.72
B 1.65 2.02 1.09
N 0.80 1.12 2.02
C 0.50 1.27 3.33
C -0.31 0.23 3.70
C -0.49 -0.53 2.54
C -1.28 -1.79 2.42
N 0.17 0.03 1.52
N 2.50 1.13 0.13
C 3.83 1.08 0.02
C 4.14 0.19 -0.99
C 2.91 -0.26 -1.47
C 2.63 -1.21 -2.59
N 1.93 0.31 -0.77
N 2.62 2.85 1.91
C 3.35 2.44 2.98
C 4.34 3.36 3.20
C 4.16 4.33 2.18
C 4.96 5.56 1.92
N 3.13 4.01 1.41
H -1.39 3.62 -3.31
H -2.64 2.85 -2.33
H -1.32 1.88 -2.99
H -0.92 5.34 -1.08
H 0.92 4.83 0.89
H 0.89 2.11 3.89
H -0.71 0.03 4.68
H -1.33 -2.27 3.40
H -0.82 -2.48 1.72
H -2.30 -1.58 2.08
H 4.47 1.68 0.65
H 5.12 -0.08 -1.35
H 3.57 -1.54 -3.03
H 2.04 -0.73 -3.37
H 2.09 -2.09 -2.24
H 3.13 1.52 3.48
H 5.08 3.35 3.98
H 5.50 5.87 2.82
H 4.31 6.38 1.61
H 5.69 5.39 1.13
O -2.80 0.12 -1.94
B -2.02 -0.13 -0.80
O -2.84 -0.24 0.32
C -4.12 -0.03 -0.13
C -5.29 -0.03 0.59
C -6.47 0.21 -0.13
C -6.44 0.43 -1.50
C -5.25 0.42 -2.22
C -4.10 0.19 -1.50
H -5.30 -0.20 1.66
H -7.41 0.22 0.39
H -7.37 0.61 -2.03
H -5.22 0.59 -3.29
C -2.44 -3.01 -0.99
C -1.00 -2.82 -1.49
C -0.93 -3.34 -2.94
C -0.58 -1.35 -1.50
C -0.05 -3.67 -0.62
C 1.02 -3.14 0.09
C 1.85 -3.96 0.85
C 1.62 -5.32 0.92
C 0.55 -5.86 0.22
C -0.27 -5.05 -0.54
H -3.14 -2.38 -1.55
H -2.53 -2.78 0.07
H -2.75 -4.04 -1.14
H -1.63 -2.79 -3.57
H -1.18 -4.40 -3.00
H 0.08 -3.21 -3.35
H -0.56 -1.00 -2.55
H 1.21 -2.08 0.08
H 2.68 -3.51 1.39
H 2.27 -5.96 1.51
H 0.36 -6.93 0.26
H -1.10 -5.50 -1.07
*
```

---

Entry 2:
DFT (wB97M-V/def2-TZVPD) results for a structure of composition C32H36BFeN10SSb in a non-equilibrium geometry.

E_HOMO (alpha / beta), eV: -15.31 / -15.31
Max |F|, eV Å⁻¹: 2.4
LUMO energy (alpha / beta), eV: -7.9 / -10.0
Energy above the lowest of the compared OMol25 structures with the same formula, charge and spin, kcal/mol: 42.5
Gap between HOMO and LUMO (alpha / beta), hartree: 0.2706 / 0.1964

```
! RIJCOSX wB97M-V def2-TZVPD def2/J DEFGRID3
* xyz 3 6
Fe 0.36 -2.03 0.01
C 1.34 0.59 3.37
C 0.84 -0.63 2.93
N 1.10 -0.78 1.63
N 1.76 0.33 1.21
C 1.91 1.16 2.26
B 2.58 0.34 -0.12
N 1.75 0.27 -1.43
C 2.03 0.90 -2.59
C 1.31 0.30 -3.61
C 0.60 -0.72 -2.98
N 0.89 -0.74 -1.68
N 3.37 -0.99 -0.10
C 4.67 -1.33 -0.06
C 4.78 -2.70 -0.05
C 3.46 -3.15 -0.09
N 2.62 -2.11 -0.12
N 3.34 1.65 -0.16
C 4.64 2.04 -0.06
C 4.68 3.41 -0.13
C 3.33 3.79 -0.25
N 2.53 2.74 -0.26
H 1.33 0.97 4.38
H 0.31 -1.39 3.48
H 2.40 2.12 2.16
H 2.72 1.72 -2.64
H 1.31 0.55 -4.65
H -0.07 -1.44 -3.41
H 5.46 -0.60 -0.04
H 5.67 -3.30 -0.03
H 3.08 -4.16 -0.11
H 5.46 1.35 0.04
H 5.54 4.05 -0.07
H 2.92 4.78 -0.32
N 0.97 -8.03 0.05
C -0.01 -6.89 0.06
C 0.69 -5.52 0.04
N -0.26 -4.41 0.05
H 0.49 -8.93 0.07
H 1.59 -8.01 0.87
H 1.56 -8.02 -0.79
H -0.62 -6.99 0.96
H -0.65 -7.00 -0.81
H 1.31 -5.43 -0.86
H 1.34 -5.42 0.91
H -0.86 -4.45 0.87
H -0.88 -4.46 -0.76
S -1.53 -0.78 0.14
Sb -2.34 1.48 0.04
C -1.55 2.72 1.58
C -1.08 3.98 1.24
C -0.64 4.82 2.26
C -0.69 4.40 3.58
C -1.19 3.14 3.90
C -1.62 2.29 2.89
C -4.33 0.78 0.41
C -4.52 0.05 1.57
C -5.76 -0.51 1.82
C -6.80 -0.35 0.91
C -6.60 0.39 -0.25
C -5.36 0.96 -0.51
C -1.81 2.31 -1.85
C -2.71 2.30 -2.91
C -2.38 2.97 -4.08
C -1.17 3.64 -4.17
C -0.26 3.61 -3.12
C -0.58 2.94 -1.94
H -1.06 4.33 0.22
H -0.28 5.81 2.02
H -0.35 5.06 4.37
H -1.26 2.83 4.93
H -2.01 1.31 3.14
H -3.71 -0.10 2.28
H -5.93 -1.07 2.73
H -7.76 -0.81 1.10
H -7.41 0.53 -0.95
H -5.22 1.55 -1.41
H -3.66 1.78 -2.83
H -3.07 2.98 -4.91
H -0.92 4.19 -5.07
H 0.68 4.12 -3.21
H 0.14 2.91 -1.13
*
```

---

Entry 3:
DFT (wB97M-V/def2-TZVPD) results for a structure of composition C32H36Cl3N3ORuS3Te in a non-equilibrium geometry.

E_HOMO (alpha / beta), eV: -3.56 / -3.56
Max |F|, eV Å⁻¹: 3.2
LUMO energy (alpha / beta), eV: 1.9 / 1.2
Energy above the lowest of the compared OMol25 structures with the same formula, charge and spin, kcal/mol: 44.1
Gap between HOMO and LUMO (alpha / beta), hartree: 0.2024 / 0.1747

```
! RIJCOSX wB97M-V def2-TZVPD def2/J DEFGRID3
* xyz -1 2
Ru -0.25 1.33 2.45
Cl -1.64 3.17 3.83
C -2.35 2.18 5.06
C -2.54 2.72 6.31
C -3.05 1.93 7.33
C -3.34 0.60 7.08
C -3.16 0.08 5.82
Cl -3.51 -1.59 5.55
C -2.69 0.85 4.75
S -2.56 0.20 3.16
H -2.28 3.75 6.48
H -3.19 2.35 8.31
H -3.71 -0.04 7.87
C 2.07 3.20 -1.49
C 1.06 2.95 -0.41
S 1.66 2.14 0.98
C -0.24 3.36 -0.57
C -0.65 4.16 -1.78
S -1.50 3.05 0.56
H 3.03 2.78 -1.20
H 2.19 4.26 -1.67
H 1.77 2.72 -2.43
H -0.28 3.71 -2.69
H -0.27 5.18 -1.71
H -1.74 4.22 -1.82
C -1.02 -3.91 -4.80
C -2.00 -3.17 -3.88
C -3.25 -2.79 -4.69
C -2.38 -4.12 -2.74
C -1.31 -1.89 -3.26
O -0.11 -2.28 -2.64
C -1.03 -0.80 -4.33
C -0.14 0.35 -3.84
C 1.29 -0.05 -3.60
C 1.81 -0.13 -2.31
C 3.11 -0.52 -2.08
C 3.92 -0.84 -3.16
Cl 5.56 -1.33 -2.90
C 3.44 -0.73 -4.46
C 2.14 -0.33 -4.67
C -2.22 -1.29 -2.14
N -1.56 -1.22 -0.87
C -1.03 -0.14 -0.29
N -0.47 -0.48 0.85
C -0.69 -1.81 0.93
N -1.35 -2.28 -0.10
H -1.55 -4.72 -5.31
H -0.21 -4.34 -4.23
H -0.61 -3.26 -5.58
H -3.83 -3.69 -4.90
H -2.97 -2.35 -5.65
H -3.88 -2.10 -4.15
H -2.37 -5.15 -3.09
H -3.38 -3.92 -2.35
H -1.67 -4.02 -1.92
H 0.52 -2.52 -3.32
H -1.99 -0.38 -4.65
H -0.55 -1.25 -5.20
H -0.54 0.80 -2.93
H -0.15 1.12 -4.63
H 1.19 0.12 -1.46
H 3.49 -0.56 -1.08
H 4.09 -0.96 -5.29
H 1.77 -0.23 -5.68
H -3.11 -1.91 -2.01
H -2.53 -0.28 -2.41
H -1.10 0.86 -0.68
H -0.38 -2.40 1.77
Te 0.66 -0.02 4.54
C 2.53 0.60 5.34
C 3.16 -0.16 6.31
C 4.39 0.23 6.83
C 4.99 1.39 6.38
C 4.36 2.16 5.42
C 3.14 1.77 4.91
H 2.69 -1.06 6.67
H 4.87 -0.38 7.58
H 5.96 1.68 6.77
H 4.82 3.08 5.08
H 2.65 2.37 4.15
*
```